# H24O12

12 unconnected molecules or ions with the total composition H24O12 in a non-equilibrium geometry (the ωB97M-V functional and the def2-TZVPD basis, the OMol25 dataset).

Last column: Mulliken charge in e.
Atoms and positions in Å:
O  0.05687  -0.40824  0.50119  -0.466
H  0.59514  -0.59492  1.27862  0.253
H  -0.74306  -0.92783  0.63954  0.234
O  1.44328  -2.51103  3.01186  -0.644
H  2.37010  -2.26305  2.91969  0.327
H  1.01245  -1.70176  3.30927  0.314
O  -0.35602  4.45995  -0.04957  -0.582
H  -0.25433  3.51088  0.08426  0.263
H  -0.04353  4.60465  -0.94979  0.317
O  -2.49508  2.09355  3.06693  -0.597
H  -2.21709  2.81985  2.49755  0.320
H  -3.21292  1.67453  2.57895  0.293
O  1.41805  2.05322  -2.60234  -0.591
H  1.39455  2.97445  -2.31989  0.281
H  0.49306  1.83235  -2.75918  0.319
O  -2.20179  2.16306  -1.32084  -0.569
H  -1.25598  2.34301  -1.27563  0.199
H  -2.53106  2.41929  -0.45198  0.336
O  -0.56236  -4.16601  -2.34250  -0.623
H  -0.87631  -3.67050  -1.57771  0.289
H  -1.18925  -3.94305  -3.03984  0.336
O  4.71842  -2.58073  0.01956  -0.635
H  3.83107  -2.40368  -0.31249  0.309
H  4.89323  -3.48909  -0.25123  0.315
O  3.69794  2.11384  0.95298  -0.601
H  3.03181  1.56932  1.38745  0.294
H  3.48257  2.04484  0.01605  0.325
O  1.74765  -0.64966  -0.58465  -0.547
H  1.17685  0.01833  -0.98084  0.330
H  2.04869  -0.24396  0.23618  0.222
O  -3.16180  -2.65076  -2.74808  -0.616
H  -3.65020  -2.13037  -3.39588  0.312
H  -2.96082  -2.02210  -2.04567  0.300
O  -3.89809  -0.21923  2.18738  -0.641
H  -3.80609  0.38690  1.44365  0.300
H  -4.84526  -0.39160  2.23365  0.321

Output
Charge: 0
Structure (SMILES): O.O.O.O.O.O.O.O.O.O.O.O
Kohn-Sham gap: 9.0 eV